DFT (ωB97M-V/def2-TZVPD) results for a 8-piece molecular cluster, C61H82BNO7P2S overall in a non-equilibrium geometry.

Each atom is followed by the atoms it is bonded to, with distances in Å.
Atoms and positions in Å:
1 C 5.851 2.129 4.657  C2 1.418, H32 1.180
2 C 5.559 2.695 3.390  C1 1.418, C3 1.640
3 C 5.208 3.013 1.820  C2 1.640, C4 1.674, H33 1.194, H34 1.194
4 C 3.576 3.333 1.627  C3 1.674, C5 1.634, H35 1.192, H36 1.184
5 C 2.980 2.073 0.775  C4 1.634, C6 1.624, H37 1.189, H38 1.194
6 C 1.387 2.087 0.460  C5 1.624, O7 1.459, P24 1.943, P27 1.950
7 O 0.807 0.880 -0.119  C6 1.459, C8 1.451
8 C 1.680 0.108 -0.985  O7 1.451, C9 1.677, C17 1.636, H39 1.194
9 C 0.782 -1.242 -1.413  C8 1.677, C10 1.656, H40 1.194, H41 1.168
10 C 1.675 -2.635 -1.363  C9 1.656, C11 1.642, H42 1.171, H43 1.194
11 C 0.876 -3.919 -0.724  C10 1.642, C12 1.658, H44 1.185, H45 1.193
12 C 0.563 -3.770 0.898  C11 1.658, S13 1.907, H46 1.180, H47 1.171
13 S 1.327 -5.195 1.908  C12 1.907, O14 1.548, O15 1.564, O16 1.705
14 O 0.999 -4.964 3.404  S13 1.548
15 O 0.739 -6.578 1.476  S13 1.564
16 O 3.024 -5.289 1.769  S13 1.705, H48 1.007
17 C 2.200 0.838 -2.353  C8 1.636, N18 1.544, B19 1.678, H49 1.194
18 N 1.067 1.196 -3.338  C17 1.544, H50 1.044, H51 1.056
19 B 3.399 -0.016 -3.157  C17 1.678, O20 1.477, O21 1.477
20 O 4.793 0.441 -2.992  B19 1.477, H52 1.020
21 O 3.064 -1.160 -4.029  B19 1.477, C22 1.472
22 C 4.261 -1.729 -4.669  O21 1.472, C23 1.659, H53 1.190, H54 1.176
23 C 5.156 -2.695 -3.661  C22 1.659, H55 1.184, H56 1.191, H57 1.175
24 P 0.805 3.545 -0.685  C6 1.943, C25 1.949, O26 1.736
25 C -1.143 3.618 -0.683  P24 1.949, H58 1.171, H59 1.193, H60 1.192
26 O 1.329 5.089 -0.089  P24 1.736, H61 1.017
27 P 0.499 2.250 2.188  C6 1.950, C28 1.904, C30 1.893
28 C 1.188 1.000 3.449  P27 1.904, C29 1.673, H62 1.194, H63 1.181
29 C -0.137 0.188 4.069  C28 1.673, H64 1.175, H65 1.174, H66 1.193
30 C 0.450 4.036 2.814  P27 1.893, C31 1.658, H67 1.194, H68 1.169
31 C -0.947 4.863 2.472  C30 1.658, H69 1.194, H70 1.171, H71 1.173
32 H 6.227 1.980 5.766  C1 1.180
33 H 5.487 2.089 1.117  C3 1.194
34 H 5.855 3.931 1.418  C3 1.194
35 H 3.165 3.410 2.743  C4 1.192
36 H 3.551 4.373 1.062  C4 1.184
37 H 3.685 1.947 -0.174  C5 1.189
38 H 3.192 1.098 1.432  C5 1.194
39 H 2.632 -0.375 -0.450  C8 1.194
40 H -0.033 -1.369 -0.550  C9 1.194
41 H 0.177 -1.094 -2.401  C9 1.168
42 H 2.685 -2.529 -0.781  C10 1.171
43 H 1.973 -2.954 -2.474  C10 1.194
44 H -0.090 -4.238 -1.332  C11 1.185
45 H 1.615 -4.851 -0.811  C11 1.193
46 H -0.602 -3.875 1.049  C12 1.180
47 H 0.981 -2.747 1.286  C12 1.171
48 H 3.369 -6.134 2.196  O16 1.007
49 H 2.710 1.892 -2.118  C17 1.194
50 H 1.299 2.113 -3.781  N18 1.044
51 H 0.174 1.288 -2.782  N18 1.056
52 H 4.832 1.206 -2.319  O20 1.020
53 H 3.865 -2.452 -5.527  C22 1.190
54 H 4.948 -0.940 -5.207  C22 1.176
55 H 6.005 -2.031 -3.172  C23 1.184
56 H 5.731 -3.538 -4.274  C23 1.191
57 H 4.504 -3.261 -2.865  C23 1.175
58 H -1.625 2.845 0.052  C25 1.171
59 H -1.539 3.417 -1.790  C25 1.193
60 H -1.481 4.734 -0.436  C25 1.192
61 H 0.679 5.834 -0.329  O26 1.017
62 H 1.845 0.140 2.945  C28 1.194
63 H 1.715 1.477 4.393  C28 1.181
64 H -0.588 0.716 5.017  C29 1.175
65 H 0.117 -0.931 4.312  C29 1.174
66 H -1.018 0.151 3.265  C29 1.193
67 H 0.495 3.991 4.007  C30 1.194
68 H 1.331 4.733 2.492  C30 1.169
69 H -0.774 5.501 1.478  C31 1.194
70 H -1.105 5.640 3.333  C31 1.171
71 H -1.857 4.146 2.292  C31 1.173
72 C 7.223 4.537 7.814  C73 1.395, C77 1.395, H78 1.087
73 C 7.145 4.991 6.498  C72 1.395, C74 1.395, H79 1.087
74 C 7.557 6.286 6.181  C73 1.395, C75 1.395, H80 1.087
75 C 8.055 7.123 7.180  C74 1.395, C76 1.395, H81 1.087
76 C 8.137 6.667 8.495  C75 1.395, C77 1.395, H82 1.087
77 C 7.716 5.375 8.813  C72 1.395, C76 1.395, H83 1.086
78 H 6.899 3.529 8.061  C72 1.087
79 H 6.763 4.337 5.719  C73 1.087
80 H 7.490 6.642 5.157  C74 1.087
81 H 8.381 8.130 6.932  C75 1.087
82 H 8.527 7.318 9.273  C76 1.087
83 H 7.775 5.022 9.839  C77 1.086
84 C -5.353 5.624 1.829  C85 1.395, C89 1.395, H90 1.087
85 C -6.635 5.236 1.443  C84 1.395, C86 1.395, H91 1.087
86 C -6.953 5.123 0.089  C85 1.395, C87 1.395, H92 1.087
87 C -5.984 5.389 -0.879  C86 1.395, C88 1.395, H93 1.087
88 C -4.700 5.773 -0.492  C87 1.395, C89 1.395, H94 1.087
89 C -4.385 5.895 0.861  C84 1.395, C88 1.395, H95 1.086
90 H -5.107 5.716 2.883  C84 1.087
91 H -7.388 5.022 2.197  C85 1.087
92 H -7.954 4.827 -0.211  C86 1.087
93 H -6.230 5.296 -1.933  C87 1.087
94 H -3.945 5.979 -1.247  C88 1.087
95 H -3.387 6.200 1.161  C89 1.086
96 C -0.084 -4.104 -4.584  C97 1.395, C101 1.395, H102 1.087
97 C -0.552 -5.315 -5.093  C96 1.395, C98 1.395, H103 1.087
98 C 0.045 -5.874 -6.223  C97 1.395, C99 1.395, H104 1.087
99 C 1.117 -5.227 -6.838  C98 1.395, C100 1.395, H105 1.087
100 C 1.587 -4.018 -6.326  C99 1.395, C101 1.395, H106 1.087
101 C 0.985 -3.454 -5.202  C96 1.395, C100 1.395, H107 1.086
102 H -0.551 -3.666 -3.706  C96 1.087
103 H -1.383 -5.822 -4.610  C97 1.087
104 H -0.324 -6.815 -6.623  C98 1.087
105 H 1.585 -5.666 -7.715  C99 1.087
106 H 2.424 -3.515 -6.805  C100 1.087
107 H 1.348 -2.509 -4.808  C101 1.086
108 C -3.491 -1.183 8.598  C109 1.395, C113 1.395, H114 1.087
109 C -2.358 -1.744 8.008  C108 1.395, C110 1.395, H115 1.087
110 C -2.303 -1.913 6.625  C109 1.395, C111 1.395, H116 1.087
111 C -3.377 -1.512 5.830  C110 1.395, C112 1.395, H117 1.087
112 C -4.508 -0.949 6.420  C111 1.395, C113 1.395, H118 1.087
113 C -4.568 -0.788 7.804  C108 1.395, C112 1.395, H119 1.086
114 H -3.535 -1.055 9.676  C108 1.087
115 H -1.518 -2.049 8.627  C109 1.087
116 H -1.423 -2.356 6.166  C110 1.087
117 H -3.332 -1.640 4.752  C111 1.087
118 H -5.345 -0.635 5.800  C112 1.087
119 H -5.451 -0.354 8.264  C113 1.086
120 C -0.093 -6.441 -10.563  C121 1.395, C125 1.395, H126 1.087
121 C -0.561 -7.652 -11.072  C120 1.395, C122 1.395, H127 1.087
122 C 0.036 -8.212 -12.202  C121 1.395, C123 1.395, H128 1.087
123 C 1.108 -7.565 -12.817  C122 1.395, C124 1.395, H129 1.087
124 C 1.578 -6.356 -12.305  C123 1.395, C125 1.395, H130 1.087
125 C 0.976 -5.792 -11.181  C120 1.395, C124 1.395, H131 1.086
126 H -0.560 -6.004 -9.685  C120 1.087
127 H -1.392 -8.160 -10.589  C121 1.087
128 H -0.334 -9.152 -12.602  C122 1.087
129 H 1.576 -8.003 -13.694  C123 1.087
130 H 2.415 -5.852 -12.784  C124 1.087
131 H 1.339 -4.847 -10.786  C125 1.086
132 C -8.961 4.319 -4.876  C133 1.395, C137 1.395, H138 1.087
133 C -9.038 4.774 -6.192  C132 1.395, C134 1.395, H139 1.087
134 C -8.627 6.068 -6.509  C133 1.395, C135 1.395, H140 1.087
135 C -8.128 6.905 -5.511  C134 1.395, C136 1.395, H141 1.087
136 C -8.047 6.449 -4.195  C135 1.395, C137 1.395, H142 1.087
137 C -8.467 5.158 -3.877  C132 1.395, C136 1.395, H143 1.086
138 H -9.284 3.312 -4.629  C132 1.087
139 H -9.420 4.119 -6.972  C133 1.087
140 H -8.694 6.424 -7.534  C134 1.087
141 H -7.802 7.912 -5.758  C135 1.087
142 H -7.656 7.101 -3.418  C136 1.087
143 H -8.409 4.805 -2.851  C137 1.086
144 C -2.137 -7.317 7.157  C145 1.395, C149 1.395, H150 1.087
145 C -3.430 -6.806 7.055  C144 1.395, C146 1.395, H151 1.087
146 C -3.737 -5.877 6.060  C145 1.395, C147 1.395, H152 1.087
147 C -2.753 -5.468 5.161  C146 1.395, C148 1.395, H153 1.087
148 C -1.460 -5.982 5.260  C147 1.395, C149 1.395, H154 1.087
149 C -1.151 -6.903 6.261  C144 1.395, C148 1.395, H155 1.086
150 H -1.896 -8.038 7.934  C144 1.087
151 H -4.199 -7.130 7.751  C145 1.087
152 H -4.744 -5.474 5.985  C146 1.087
153 H -2.993 -4.748 4.383  C147 1.087
154 H -0.694 -5.664 4.558  C148 1.087
155 H -0.142 -7.299 6.341  C149 1.086

Computed properties:
Electronic energy in hartree: -4060.27704
Gap between HOMO and LUMO in Ha: 0.2820
HOMO energy in eV: -7.7
Relative energy (zero: lowest compared OMol25 entry of this formula, charge and spin) in eV: 11.8129
SMILES: C#CCCC[C@](O[C@@H](CCCCS(=O)(=O)O)[C@H](N)B(O)OCC)(P(C)O)P(CC)CC.c1ccccc1.c1ccccc1.c1ccccc1.c1ccccc1.c1ccccc1.c1ccccc1.c1ccccc1